1.
87
Properties=species:S:1:pos:R:3:forces:R:3 method="wB97M-V/def2-TZVPD" max_force_ev_per_a=2.81 charge=-2 homo_ha=-0.060
H -3.1516 0.6724 -4.5930 -0.016 0.059 -0.079
H -5.5662 1.5139 -0.5607 -0.002 -0.045 -0.050
C 0.4820 5.2800 -3.5160 0.119 0.005 0.002
C 0.7224 6.1883 -4.5109 -0.163 0.416 -0.404
H -2.8567 5.7098 -3.1737 -0.015 0.011 0.050
C 2.8995 1.9168 -3.1942 0.052 -0.083 -0.158
O -1.3072 -4.4579 2.0449 -0.062 -0.080 0.149
H -2.8557 0.3903 5.1148 0.011 0.108 0.008
H 4.2285 1.2932 0.7636 0.068 -0.022 -0.264
C -0.1418 7.9973 -6.0670 -0.161 0.560 -0.474
H -5.8493 4.2656 2.7199 -0.031 0.000 0.006
O -1.0535 8.5651 -6.6357 0.548 -0.148 0.129
H 3.0366 -1.2135 -4.4610 -0.031 -0.033 -0.020
Ba 0.3473 -0.6724 0.3382 -1.500 2.281 -0.679
C 2.8089 -0.3761 -3.8194 -0.116 -0.110 0.068
H 4.0908 0.3004 2.1978 0.054 -0.255 0.087
C 2.0601 -0.6168 -2.6656 0.434 0.073 -0.887
H -3.7970 1.5848 -3.2200 -0.062 0.150 -0.020
H -4.0735 -0.1675 -3.3257 0.012 -0.029 0.034
H 0.7138 2.2940 3.9238 -0.164 0.012 0.110
H 1.8025 2.3455 -1.3894 -0.034 0.162 0.028
C -1.9516 -2.6622 4.0270 0.002 -0.051 -0.039
H 2.2396 4.1206 2.0272 0.180 0.141 0.221
H 0.8460 -5.3676 2.1827 -0.015 -0.043 -0.056
C 1.7421 -2.0558 -2.3618 -0.073 -0.345 -0.163
H -1.2791 2.1445 -3.4489 -0.044 0.068 0.139
C -0.8067 5.1131 -2.9643 -0.098 -0.116 0.013
H 2.4487 2.3164 4.2086 0.194 0.209 0.086
C -5.2631 3.6485 2.0529 -0.993 -0.148 -0.366
H 0.8690 3.7453 0.9966 -0.217 0.128 -0.196
H -2.4251 7.3326 -4.9784 0.007 0.032 -0.019
N 0.2678 -2.9485 1.2650 -0.172 -0.384 0.699
H -2.9131 -2.0166 5.8319 -0.022 0.008 0.015
C -0.3130 6.9808 -5.0463 -0.140 -0.534 0.458
O 1.1458 8.3659 -6.3906 -0.236 -0.047 -0.087
H 4.3984 2.0215 2.3518 0.128 0.235 0.167
H -3.0982 1.3986 -0.3104 -0.009 -0.054 -0.147
C 1.7250 -3.5513 -0.5580 0.128 -1.289 0.429
H -1.8047 0.9409 2.9329 0.029 0.053 0.058
O -1.9730 -0.5070 -1.9409 0.135 -0.557 0.836
S -1.0948 4.0487 -1.6754 -0.095 -0.199 0.517
C 1.8812 3.4451 1.2507 -0.069 -0.317 0.317
N 1.7146 0.3578 -1.8347 0.103 -0.234 -0.071
H 1.7328 6.2588 -4.9074 0.032 -0.014 0.056
H -1.9700 -3.7169 4.2449 -0.002 -0.114 -0.010
C 2.2036 -6.0220 0.6760 -0.030 0.077 0.004
Se -1.4625 3.8465 2.9338 -0.566 -0.014 -0.352
C 2.8257 -5.7132 -0.5188 -0.058 0.129 0.090
N 1.6023 -2.2873 -1.0649 0.465 0.042 -0.447
H 1.7765 7.8774 -5.8494 -0.144 -0.017 0.066
H 1.2866 4.6720 -3.1268 0.031 -0.012 0.064
C 2.1220 1.5923 -2.0970 0.161 0.501 0.037
H 1.5794 0.7930 4.2021 -0.067 -0.225 0.102
Si 1.9294 1.5858 1.8064 0.733 0.633 0.447
C -3.3683 0.6334 -3.5282 0.084 -0.146 0.213
C -2.0894 0.3980 -2.7463 -0.163 0.488 -0.824
H 3.0829 -4.2562 -2.0482 0.022 -0.033 -0.091
C -1.8533 5.8616 -3.5480 -0.014 0.014 -0.035
N -3.1749 4.2468 3.1525 -0.340 0.129 0.009
C -3.0775 2.7864 1.3218 0.770 0.532 0.783
O 1.7071 -2.8516 -3.3077 0.132 -0.002 -0.143
H -6.9174 2.9155 0.9366 -0.020 0.046 0.010
H 3.8283 1.1232 -4.9640 0.053 -0.002 -0.041
C 3.8474 1.2744 1.7817 -0.311 0.118 0.085
Cl 2.5259 -7.5311 1.4713 -0.051 -0.217 0.217
N -1.0882 1.2403 -3.0470 0.241 -0.322 -0.007
C -5.8421 2.9015 1.0608 -0.092 0.709 0.850
H 2.4954 3.6129 0.3691 0.102 0.023 -0.205
C -5.0690 2.0966 0.2021 0.961 -0.492 -0.395
C 1.3289 -5.1203 1.2495 0.063 0.028 -0.057
C -3.8658 3.6049 2.2086 1.084 0.149 0.460
C -1.3692 -2.2524 2.8256 -0.468 -0.442 0.764
Cl 3.9325 -6.8310 -1.2478 0.206 -0.125 -0.242
C 1.0659 -3.8835 0.6563 0.684 -1.015 -0.584
C -2.4398 -0.3895 4.4947 0.009 -0.100 0.017
C -0.7807 -3.3394 1.9694 -0.112 -0.388 -0.043
C -1.8511 -0.0806 3.2804 -0.267 0.508 0.331
N -1.3142 -0.9777 2.4690 -0.139 -0.331 0.077
H 3.2342 2.9290 -3.3615 -0.064 0.123 0.077
C 3.2389 0.9050 -4.0836 -0.065 0.184 0.146
C 1.6449 1.7654 3.7208 0.082 0.059 -0.277
C 2.5866 -4.4962 -1.1232 -0.039 0.008 0.016
C -3.7071 2.0276 0.3207 -0.701 -0.395 -0.552
H -0.2779 1.1988 -2.4414 -0.133 0.145 -0.170
C -1.6146 6.7574 -4.5502 0.282 0.296 -0.301
C -2.4774 -1.7223 4.8854 0.014 0.198 -0.144
N -1.7684 2.7922 1.5630 -0.030 -0.324 -0.451

2.
94
Properties=species:S:1:pos:R:3:forces:R:3 method="wB97M-V/def2-TZVPD" max_force_ev_per_a=2.65 charge=-2 homo_ha="-0.082 / -0.076" multiplicity=5 s_squared=6.02
N 1.9513 0.5673 1.3986 0.093 -0.008 0.004
F 0.8771 3.5898 -3.5237 0.001 0.043 0.069
C 0.1145 3.0804 -0.3823 -0.086 -0.277 0.048
C 7.5094 0.4341 1.0991 0.360 0.025 0.236
H 7.9736 0.1811 4.4446 -0.041 0.038 0.029
C 6.0782 0.2121 3.4570 -0.311 -0.047 0.063
C 3.1186 0.0771 3.2437 -0.303 -0.048 0.288
C 1.9610 0.6349 -6.1700 0.031 0.196 0.188
C -1.9352 1.1652 1.8494 -0.230 -0.046 0.412
Co -0.7024 -0.1060 -0.3799 1.577 -0.110 -1.366
N 10.7547 0.5841 2.4402 -0.069 -0.027 -0.011
C 2.7046 -2.9152 -4.1181 -0.249 -0.538 0.183
C 0.9578 4.2614 1.9792 -0.037 -0.030 -0.004
F -2.5308 -2.8998 3.6517 0.007 0.088 -0.086
C 4.4155 0.0749 -6.3184 -0.020 0.080 0.241
N 4.0014 0.3081 2.1983 -0.024 -0.013 0.094
N -0.9370 1.2753 0.9045 -0.520 0.605 1.031
H 4.5243 -3.5091 -3.1192 0.019 0.000 0.052
H 0.8229 -2.6007 -3.1064 -0.079 -0.033 -0.013
H 0.9656 -4.1617 -3.9448 -0.027 -0.047 -0.017
C 1.8704 0.2340 2.7258 0.324 -0.011 0.135
H -2.2445 3.2843 2.0080 -0.001 0.026 0.005
C -1.4726 3.4455 -2.2822 -0.373 0.339 -0.044
F -2.5664 -3.3052 0.4918 0.157 0.135 -0.030
H 5.6395 0.3803 0.0938 -0.038 0.012 0.006
C -5.2793 0.9464 4.6468 0.082 0.020 -0.136
H 0.0137 2.6195 2.9568 -0.017 -0.005 0.040
P 3.1589 -0.3425 -3.1315 0.669 -1.828 1.717
C -2.4377 -0.0781 2.3204 0.294 0.058 -0.173
H 0.9188 0.1175 3.2167 -0.030 -0.046 0.009
H -5.2258 0.0435 5.2560 -0.042 0.000 0.051
C 5.3929 0.2941 2.2404 0.394 0.056 -0.081
H 1.9760 0.6354 -7.2613 0.037 -0.022 -0.036
C -0.2189 2.4630 0.8345 -0.093 0.489 -0.260
C -1.4738 -2.3272 3.0091 0.005 -0.225 0.372
O 3.4452 0.8443 -4.2152 -0.874 -0.016 1.160
C -4.0908 1.0405 3.7261 -0.012 -0.071 0.071
H 3.1948 -4.6894 -3.0151 -0.019 -0.021 -0.013
C 0.7901 2.4661 -2.7496 0.044 0.079 -0.251
H -3.8579 -1.0552 3.5927 0.040 -0.054 -0.053
S 4.8784 -0.4592 -2.1282 0.119 0.240 -0.403
C 0.8738 4.2475 -0.3941 -0.022 0.021 0.257
C -2.9608 -2.1182 0.9706 -0.406 -0.232 -0.112
H 4.1300 -0.9734 -6.2786 0.049 -0.042 -0.027
O -0.9507 1.2697 -1.6590 0.152 0.959 -0.504
H 1.1384 4.6978 -1.3423 -0.029 0.019 -0.026
H -4.0439 3.1884 3.6301 -0.059 0.014 -0.025
H 1.6274 -0.3373 -5.8129 -0.004 -0.054 -0.078
C 9.6084 0.4873 2.3754 0.739 0.038 0.039
H 3.1462 5.9218 0.5251 0.041 0.086 0.010
H 3.1536 -3.2014 -2.0382 0.038 -0.064 0.049
C 8.1983 0.3876 2.3202 -1.117 -0.097 -0.002
F -3.3205 -1.3410 -0.0595 0.089 0.012 0.055
H -6.2046 0.9023 4.0649 -0.063 -0.001 0.086
F -0.8109 -1.6397 3.9629 0.091 0.038 -0.150
F -1.1226 -1.3508 -1.5488 -0.820 -0.646 -0.732
C 6.1361 0.3782 1.0562 -0.227 0.006 0.044
F -1.1313 4.7603 -2.3417 0.047 -0.101 0.030
H 3.0353 -3.3343 -5.0805 -0.001 0.069 0.119
H 5.5293 0.1220 4.3832 -0.016 0.028 -0.010
C -3.6056 2.2619 3.2725 0.031 -0.076 0.029
H 3.5926 1.9884 -5.8287 -0.048 -0.099 0.072
F -2.5838 3.4050 -1.5285 0.111 -0.137 0.040
F 0.6008 1.4587 -3.6002 0.221 0.034 -0.001
F -1.8365 3.1082 -3.5351 0.044 -0.117 0.090
F 1.9952 2.3442 -2.1793 -0.056 -0.218 -0.026
H 5.3718 0.1955 -5.8107 0.050 -0.028 0.004
H 4.5234 0.3835 -7.3602 -0.035 0.031 -0.023
H 2.0345 6.6607 1.6851 0.038 0.067 -0.005
H 1.7347 6.8068 -0.0556 0.013 0.039 0.001
H -5.3409 1.8121 5.3081 -0.016 -0.001 0.038
H 1.2498 1.3838 -5.8308 -0.034 -0.006 -0.018
F -0.6903 -3.3463 2.6451 -0.011 0.125 -0.070
H 8.0684 0.5113 0.1768 -0.017 0.000 -0.051
C 1.1951 -3.0966 -4.0022 0.146 0.134 -0.076
C 3.2144 0.5996 1.1099 -0.241 0.171 -0.283
C -2.5711 2.3199 2.3681 0.010 -0.045 -0.175
C -1.8489 -1.4045 1.8091 -0.006 -0.302 0.013
H 3.4348 -0.1886 4.2351 0.065 -0.054 -0.016
O 3.0627 -1.5397 -4.2339 -0.293 0.660 -0.028
O -0.7222 -1.3020 1.0622 -0.272 -0.601 1.226
C 3.4479 -3.6278 -2.9963 0.044 0.189 -0.117
C 1.2894 4.8677 0.7714 0.024 0.070 -0.104
C -3.4842 -0.1060 3.2369 -0.061 0.269 0.063
C 0.2349 3.0905 2.0090 0.078 -0.115 -0.080
C -0.3792 2.4924 -1.7057 -0.337 0.057 -0.140
H 1.2826 4.7130 2.9108 0.011 -0.004 0.040
H 0.6898 -2.6786 -4.8745 -0.029 0.033 -0.009
C 2.0948 6.1400 0.7288 0.022 -0.179 -0.004
C 7.4530 0.2512 3.4984 0.431 0.041 -0.243
S 1.7705 -0.9216 -1.3597 0.906 1.269 -2.144
H 3.6021 0.8266 0.1303 0.114 -0.115 -0.042
C 3.3562 0.9353 -5.6313 -0.249 -0.220 -0.598
F -4.1214 -2.3751 1.6404 0.108 0.070 0.082

3.
79
Properties=species:S:1:pos:R:3:forces:R:3 method="wB97M-V/def2-TZVPD" max_force_ev_per_a=1.06 charge=0 homo_ha=-0.275
C -0.9114 -1.1300 3.0196 -0.137 0.383 -0.309
C 4.1203 0.3339 0.9470 -0.033 -0.005 0.015
S -1.8924 -0.9100 -3.6093 -0.048 -0.047 -0.002
C 1.0793 4.2623 0.3800 -0.012 0.000 0.003
H -3.8063 0.1480 -2.6477 -0.003 0.004 0.006
C 3.1859 -0.1294 -2.3553 0.083 0.094 0.014
C 1.2730 3.0241 -0.2193 0.077 -0.004 -0.036
H 0.4521 -1.3587 4.6437 -0.002 -0.020 -0.002
H -3.6633 -2.2133 5.5440 0.002 -0.015 -0.005
H 6.0451 0.4159 1.8826 -0.006 0.007 0.012
H -4.2710 -1.6581 3.2345 0.005 -0.013 0.008
C -1.5659 -1.8232 5.2394 0.043 0.009 -0.006
H -2.8785 1.8713 -5.7365 0.002 -0.001 0.004
C -2.2662 -1.1994 2.6127 0.031 -0.157 -0.126
H 3.8485 -3.2234 2.4257 0.000 -0.005 -0.015
C 3.4745 -0.0672 -3.7121 -0.005 0.012 0.007
H 0.6730 1.5027 -4.7820 -0.018 0.004 0.006
H -1.2871 -5.7540 1.6909 0.016 -0.005 -0.009
H 0.8926 3.2777 3.6091 0.002 -0.002 0.000
Co -0.0163 -1.6437 0.5076 0.111 0.638 -0.200
H 2.8044 0.5730 -5.6459 0.005 0.009 0.001
C -0.5871 -1.4322 4.3474 -0.038 0.047 0.106
N -2.1952 -0.5783 -0.9978 0.211 0.008 0.041
C -1.5775 4.3005 -3.7717 0.003 -0.001 0.018
H -1.2911 -2.0749 6.2568 0.000 0.020 0.005
C 2.9790 -0.4295 0.7107 -0.032 -0.116 0.046
H 1.5520 -3.2000 1.6737 -0.074 0.053 0.035
H -1.9088 4.1316 -5.8855 0.004 -0.002 0.001
H -4.1948 -0.0934 -0.0116 0.003 -0.009 0.007
H -3.8371 0.1222 -4.4205 -0.030 0.002 0.013
H 5.8568 -1.8531 2.8529 0.000 0.005 0.001
C -2.5508 2.3773 -4.8351 0.044 0.002 -0.015
O -0.2622 -3.9601 1.9769 0.062 -0.038 -0.101
C -0.9515 -5.1040 2.4957 -0.012 0.041 0.021
N -1.7521 -0.8945 0.2894 -0.244 -0.139 -0.216
C 0.9331 4.3592 1.7544 -0.016 0.003 0.001
C -2.6810 1.7373 -3.6061 -0.026 -0.028 0.019
S -0.1488 -2.1993 -1.6725 0.225 -0.204 -0.077
H 1.2254 1.0830 2.5518 -0.009 0.015 -0.026
C -4.0875 -0.6604 0.9066 -0.003 0.135 -0.039
C -3.2223 0.3329 -3.5459 0.120 0.066 0.023
H -2.3642 1.9141 -1.4954 0.006 -0.023 0.030
C 2.0025 0.4114 -1.8611 -0.029 -0.175 -0.048
O -1.8908 -3.7643 0.4561 -0.009 0.067 0.096
H -1.1489 5.2926 -3.8355 -0.003 -0.006 0.003
H -4.5962 -0.1467 1.7186 0.012 -0.026 0.020
C 2.5821 0.5319 -4.5873 -0.011 -0.001 0.006
C 0.9990 3.2117 2.5339 0.009 0.018 -0.024
C 5.1603 -0.1796 1.7012 0.001 -0.024 0.008
C 1.0970 0.9844 -2.7547 -0.055 -0.070 0.049
C 3.9312 -2.2280 2.0060 0.009 0.002 -0.075
C 1.3239 1.8672 0.5531 0.005 -0.056 0.086
C 1.3910 1.0577 -4.1050 0.005 0.013 -0.036
P 1.4950 0.1787 -0.1331 -0.399 0.367 -0.050
O 0.0158 -0.7357 2.1692 0.216 -0.872 0.565
C 2.9052 -1.7193 1.2188 0.053 0.048 0.181
C -3.2358 -1.5872 3.5409 0.000 -0.049 0.053
H 0.1367 1.3480 -2.4060 0.033 0.008 0.018
C -2.8989 -1.9073 4.8429 -0.030 0.019 -0.040
C 5.0557 -1.4565 2.2428 0.029 0.017 0.008
C -2.2638 2.4041 -2.4549 -0.081 -0.006 -0.042
H 0.7694 5.3237 2.2180 0.022 0.002 -0.001
N 1.7377 -2.5178 0.9429 -0.067 -0.038 -0.618
C -2.0013 3.6488 -4.9208 -0.011 -0.007 -0.004
H 1.0484 5.1524 -0.2361 -0.003 0.001 0.003
H 1.4051 2.9783 -1.2908 -0.026 -0.032 -0.038
H 3.8926 -0.6014 -1.6840 -0.011 -0.004 -0.008
C -0.8931 -3.3018 0.9385 -0.162 0.025 0.352
H 1.8487 -3.0295 0.0687 0.303 -0.156 0.145
H -1.8136 -4.7741 3.0761 -0.015 -0.024 -0.012
C -1.7159 3.6759 -2.5392 0.008 0.009 -0.005
H -1.3931 4.1777 -1.6359 0.002 0.009 0.021
H 4.1740 1.3417 0.5533 0.002 0.005 0.004
H -4.5560 -1.6369 0.7544 -0.034 0.018 -0.001
C 1.1926 1.9750 1.9410 -0.016 0.017 0.038
H 4.3971 -0.4945 -4.0835 0.002 0.003 0.001
C -2.6433 -0.8941 1.2240 0.044 0.208 0.167
H -0.2428 -5.6196 3.1387 -0.008 0.007 0.014
C -1.4920 -1.1439 -1.9141 -0.092 -0.043 -0.101